Here is a molecular structure, C20H16F5N6O3S3W from the Open Molecules 2025 dataset. Energies are from ωB97M-V with the def2-TZVPD basis set.

Geometry as XYZ:
```
54
Properties=species:S:1:pos:R:3
W 1.49553 0.97213 0.88219
F -3.07126 -1.42527 6.26625
C -2.49201 -0.78603 5.24326
C -1.11859 -0.71244 5.14947
F -0.36375 -1.27849 6.09998
C -0.52039 -0.04535 4.09137
F 0.80947 0.01026 4.11177
C -1.26141 0.56789 3.08529
S -0.64208 1.48495 1.68802
C -2.64626 0.47485 3.22297
F -3.44999 1.03440 2.30869
C -3.26119 -0.18190 4.27036
F -4.59804 -0.24124 4.34873
N 1.31832 -1.08856 1.37072
C 0.82580 -2.14794 1.37250
N 0.37932 -3.34398 1.46160
C -0.83485 -3.62863 1.01814
N -1.90004 -3.93368 0.67573
N -5.31777 -0.84788 -3.09741
C -3.92945 -0.77195 -2.96951
C -3.28784 -1.39535 -1.89667
C -1.91485 -1.35088 -1.78275
C -1.16281 -0.69013 -2.74973
C -1.78398 -0.08190 -3.82922
C -3.16412 -0.12303 -3.93856
S 0.57986 -0.60193 -2.54387
O 1.14849 -0.14205 -3.79444
O 1.01655 -1.85104 -1.98788
N 0.80743 0.52335 -1.41257
C 1.06441 1.80725 -1.72181
S 1.29049 2.65442 -3.21503
C 1.69837 4.08299 -2.31150
C 1.69035 3.83013 -0.98543
N 1.33687 2.54655 -0.65193
H -5.80830 -1.00536 -2.23192
H -5.73243 -0.10521 -3.63623
H -3.86682 -1.92641 -1.15010
H -1.42867 -1.85276 -0.95665
H -1.18484 0.41575 -4.58048
H -3.65389 0.34657 -4.78437
H 1.92181 5.01388 -2.80455
H 1.92232 4.52714 -0.19510
C 2.59205 1.83272 2.17036
H 3.67430 1.90093 2.03275
H 2.22841 2.36305 3.04891
C 5.41256 -0.78381 -0.44067
C 3.90470 -0.78747 -0.52016
O 3.38114 0.52657 -0.20861
H 5.79559 -1.78191 -0.66049
H 5.74376 -0.49514 0.55700
H 5.84546 -0.09182 -1.16698
H 3.45503 -1.45013 0.21192
H 3.54052 -1.08420 -1.50430
H 3.51675 1.11810 -0.95902
```

The total charge is -1. Its electronic energy is -84001.762 eV. The energy relative to the best compared isomer or geometry (same formula, charge and spin) comes out at 0.0 kcal per mole. The HOMO energy (alpha / beta) comes out at -3.8309 / -3.7595 eV. The orbital gap (alpha / beta) is 6.07 / 6.00 eV. The spin multiplicity is 1.

Here is a single C20H16FN3OS2 molecule in a non-equilibrium geometry from the Open Molecules 2025 dataset. Energies are from ωB97M-V with the def2-TZVPD basis set.

Geometry as XYZ:
```
43
Properties=species:S:1:pos:R:3
O 1.77007 -6.34634 -2.24112
F -1.66252 7.95092 -1.51458
N 0.82783 1.61658 4.36113
N 0.75311 -0.69242 3.73183
S -0.62965 1.63860 0.77759
C -0.11720 3.25630 2.76711
C -0.64806 3.26980 1.48533
C 0.94371 0.29306 4.64420
C 0.25015 1.93942 3.18955
C 0.34100 -0.35495 2.49831
C -1.49637 6.85630 0.60882
C -1.23999 5.59172 -1.45516
C -1.21973 5.70490 1.32906
C -0.96230 4.42603 -0.69170
C 0.74422 -1.28718 0.15988
C -0.34606 -2.67578 1.82762
C 0.78024 -2.34382 -0.73915
C -0.29853 -3.72036 0.94225
C -1.43161 6.81396 -0.79246
C 0.04482 0.96508 2.22640
C -0.92406 4.46520 0.70973
C 0.23091 -1.45015 1.47174
C 0.30885 -3.56711 -0.29049
N 0.47713 -4.73394 -1.02681
S 1.53420 -4.90142 -2.36048
C 1.03429 -4.89117 -5.07233
C 0.34916 -4.78810 -3.71429
H 0.02699 4.17773 3.39064
H 1.28811 0.01395 5.65426
H -1.81198 7.78485 1.10093
H -1.27361 5.54733 -2.51953
H -1.22923 5.76272 2.42520
H -0.78813 3.47502 -1.21626
H 1.04094 -0.29722 -0.16393
H -0.68503 -2.91009 2.86357
H 1.23858 -2.27769 -1.69841
H -0.69457 -4.65326 1.26774
H 0.45501 -5.55492 -0.43671
H 1.81526 -4.13161 -5.18036
H 0.32179 -4.70870 -5.83867
H 1.42914 -5.90657 -5.22613
H -0.43520 -5.54397 -3.58495
H -0.11171 -3.81270 -3.66936
```

Its electronic energy is -51904.660 eV. The HOMO energy comes out at -8.3214 eV. The orbital gap is 7.92 eV. The spin multiplicity is 1.

Here is a single C20H16FNO4 molecule in a non-equilibrium geometry from the Open Molecules 2025 dataset. Energies are from ωB97M-V with the def2-TZVPD basis set.

Geometry as XYZ:
```
42
Properties=species:S:1:pos:R:3
O -2.00003 1.44719 -0.52361
C -1.05225 1.26568 0.19658
O -0.81625 0.12820 0.87464
C -1.63739 -0.99838 0.53596
C -1.05337 -1.63441 -0.74169
O -1.73862 -2.14217 -1.59759
N 0.29476 -1.55632 -0.77758
C 1.03743 -1.56135 -2.02652
C 1.32299 -0.12552 -2.38889
C 0.32573 0.64832 -2.97025
C 0.52885 1.99810 -3.19182
C 1.72851 2.58810 -2.83030
C 2.72598 1.82360 -2.25003
C 2.52179 0.47326 -2.02512
C -1.67483 -1.93330 1.71594
C -1.22367 -3.24442 1.65074
C -1.27889 -4.06679 2.76345
C -1.77723 -3.58921 3.96335
C -2.23093 -2.28493 4.05337
C -2.17698 -1.47969 2.93184
F -2.63375 -0.21567 3.02388
C 0.01317 2.24322 0.41437
C 0.09682 3.55005 -0.00152
C 1.35870 4.01165 0.41905
C 1.95060 2.95540 1.04965
O 1.15063 1.88782 1.05286
H -2.64912 -0.64128 0.29649
H 0.73800 -1.05497 -0.01810
H 1.96006 -2.13233 -1.89347
H 0.40624 -2.04660 -2.77354
H -0.61552 0.19096 -3.23668
H -0.25438 2.59047 -3.63915
H 1.88607 3.64305 -2.99835
H 3.66223 2.28108 -1.96486
H 3.29909 -0.12076 -1.56450
H -0.84007 -3.62569 0.71728
H -0.92936 -5.08504 2.69118
H -1.81708 -4.23050 4.83028
H -2.62929 -1.88569 4.97269
H -0.65952 4.08848 -0.53306
H 1.77154 4.98832 0.27357
H 2.90931 2.85206 1.51950
```

Its electronic energy is -33397.461 eV. The energy relative to the best compared isomer or geometry (same formula, charge and spin) comes out at 0.0 kcal per mole. The HOMO energy comes out at -9.1219 eV. The orbital gap is 9.69 eV. The spin multiplicity is 1. Its SMILES is O=C(O[C@@H](C(=O)NCc1ccccc1)c1ccccc1F)c1ccco1.

Here is a single C20H16N4 molecule in a non-equilibrium geometry from the Open Molecules 2025 dataset. Energies are from ωB97M-V with the def2-TZVPD basis set.

Geometry as XYZ:
```
40
Properties=species:S:1:pos:R:3
C 3.03557 1.11809 -0.16824
N 1.55826 1.11010 -0.23767
C 0.91964 0.66313 -1.41318
C 1.42953 0.94158 -2.67708
C 0.79503 0.46507 -3.82837
C -0.33854 -0.33741 -3.73254
C -0.85083 -0.64039 -2.48769
C -0.26496 -0.14097 -1.31668
C -0.77694 -0.57057 0.03329
N -2.25393 -0.61947 0.07561
N -3.01783 0.47035 -0.24347
N -4.25807 0.11191 -0.20375
C -4.31656 -1.15951 0.23091
C -5.46040 -1.87857 0.59033
C -5.29267 -3.16020 1.08772
C -4.02689 -3.74978 1.19177
C -2.89741 -2.99691 0.82828
C -3.04143 -1.68463 0.41149
C -0.29696 0.36174 1.17522
C -0.92142 0.41464 2.44079
C -0.45130 1.29157 3.41918
C 0.61029 2.16755 3.18301
C 1.23297 2.09640 1.92613
C 0.82529 1.19564 0.92702
H 3.41811 2.16540 -0.15027
H 3.49990 0.67621 -1.03489
H 3.38305 0.55122 0.71727
H 2.28970 1.60144 -2.81660
H 1.15798 0.70212 -4.84835
H -0.82966 -0.65901 -4.65928
H -1.71369 -1.28016 -2.46669
H -0.36748 -1.56038 0.19485
H -6.39577 -1.40451 0.41844
H -6.16419 -3.70928 1.42837
H -3.96988 -4.77151 1.51206
H -1.92260 -3.42828 1.03049
H -1.73924 -0.21966 2.72021
H -0.95794 1.34336 4.36282
H 0.88893 2.91613 3.92034
H 2.04406 2.81093 1.75841
```

Its electronic energy is -26959.192 eV. The energy relative to the best compared isomer or geometry (same formula, charge and spin) comes out at 0.0 kcal per mole. The HOMO energy comes out at -7.7415 eV. The orbital gap is 8.30 eV. The spin multiplicity is 1. Its SMILES is CN1c2ccccc2C(n2nnc3ccccc32)c2ccccc21.

Here is a molecular structure, C20H17BClCuF4I2N2O from the Open Molecules 2025 dataset. Energies are from ωB97M-V with the def2-TZVPD basis set.

Geometry as XYZ:
```
49
Properties=species:S:1:pos:R:3
Cu 0.38105 -0.07444 0.58220
I 2.63235 4.54172 -5.07439
C 2.33896 3.04955 -3.62542
C 2.48418 1.71162 -3.97300
C 2.27171 0.74656 -3.00716
I 2.42499 -1.27908 -3.49616
C 1.91320 1.04853 -1.66435
O 1.74191 0.11097 -0.79569
C 1.77161 2.43100 -1.36498
C 1.38768 2.84013 0.02892
N 0.08189 2.28010 0.41329
C -1.02596 2.60099 -0.47174
C -1.63300 1.38249 -1.15326
C -2.46868 1.54177 -2.24877
C -3.01995 0.41942 -2.84109
C -2.73182 -0.83002 -2.31696
C -1.89279 -0.91055 -1.22035
N -1.35283 0.18106 -0.65292
C 1.98261 3.40286 -2.33584
H 2.75219 1.42427 -4.97958
H 1.39668 3.93380 0.08513
H 2.11839 2.46034 0.74789
H -0.13582 2.48931 1.37482
H -0.69869 3.28752 -1.25333
H -1.82232 3.10661 0.07986
H -2.66411 2.53421 -2.63836
H -3.65984 0.52039 -3.70969
H -3.13025 -1.73674 -2.75389
H -1.64335 -1.86687 -0.77717
H 1.86627 4.44781 -2.07082
Cl 2.34251 -0.58528 3.69114
C 0.93137 -1.62036 3.76851
C 1.06203 -2.84769 4.39582
C -0.01703 -3.71439 4.44278
C -1.21532 -3.33668 3.85270
C -1.32870 -2.10594 3.23443
C -0.26088 -1.20230 3.16555
C -0.38718 0.07679 2.45371
H 2.01569 -3.12769 4.82567
H 0.08937 -4.68773 4.90553
H -2.05733 -4.01923 3.85016
H -2.25914 -1.82999 2.74763
H 0.25314 0.85865 2.86813
H -1.41879 0.41221 2.34431
F 0.86253 -4.56009 0.85577
B 0.12230 -3.64588 0.10582
F 0.51141 -2.29751 0.50704
F 0.36042 -3.77692 -1.27120
F -1.27268 -3.78531 0.36928
```

The total charge is -1. As for the expectation value of S²: 0.757. Its electronic energy is -110962.531 eV. The energy relative to the best compared isomer or geometry (same formula, charge and spin) comes out at 10.2 kcal per mole. The HOMO energy (alpha / beta) comes out at -4.7907 / -4.9936 eV. The orbital gap (alpha / beta) is 6.89 / 7.10 eV. The spin multiplicity is 2.

Here is a single C20H17BN2O7S molecule in a non-equilibrium geometry from the Open Molecules 2025 dataset. Energies are from ωB97M-V with the def2-TZVPD basis set.

Geometry as XYZ:
```
48
Properties=species:S:1:pos:R:3
O 7.35839 -3.51354 1.96406
C 6.75943 -3.32507 3.00562
O 7.25494 -3.62872 4.23224
C 5.45116 -2.63294 2.95298
C 4.91712 -2.18467 4.14679
C 3.70728 -1.54859 4.18146
C 3.01182 -1.31462 2.98726
C 1.72583 -0.61865 3.07426
O 1.28143 -0.34260 4.17082
N 1.13733 -0.21444 1.86109
C 0.18920 0.80591 1.77041
C -0.19825 1.43128 2.95582
C -0.96981 2.55662 2.92805
C -1.38362 3.09827 1.73982
C -1.05717 2.47988 0.56536
S -1.54586 3.01163 -1.09195
O -2.84032 3.73677 -0.95000
O -0.24234 3.44752 -1.72835
N -1.75592 1.49266 -1.86017
C -2.80451 1.32590 -2.77645
C -3.86593 2.24879 -2.89326
C -4.96702 2.01434 -3.67082
C -4.98280 0.91444 -4.51037
C -3.94482 0.00567 -4.43969
B -4.25169 -1.32887 -5.22649
O -4.43215 -1.28195 -6.59823
O -4.41216 -2.51499 -4.53729
C -2.88160 0.17903 -3.58493
C -0.27675 1.35842 0.60181
C 3.61104 -1.68164 1.77532
C 4.79759 -2.37047 1.77754
H 8.10821 -4.05387 4.07278
H 5.44059 -2.41471 5.05341
H 3.28470 -1.17117 5.07468
H 1.52661 -0.62622 1.00642
H -0.03475 0.93550 3.88344
H -1.31926 2.96287 3.86211
H -1.99220 3.97619 1.76782
H -0.86721 1.62768 -2.30279
H -3.89078 3.08309 -2.21170
H -5.77360 2.71196 -3.70507
H -5.87329 0.70959 -5.09526
H -4.55527 -2.18050 -6.99523
H -4.70935 -3.28794 -5.07195
H -2.10601 -0.54948 -3.56301
H -0.01219 0.86447 -0.31297
H 3.15108 -1.44887 0.82586
H 5.23289 -2.74397 0.88875
```

Its electronic energy is -49841.823 eV. The energy relative to the best compared isomer or geometry (same formula, charge and spin) comes out at 8.9 kcal per mole. The HOMO energy comes out at -8.7661 eV. The orbital gap is 8.17 eV. The spin multiplicity is 1. Its SMILES is O=C(O)c1ccc(C(=O)Nc2cccc(S(=O)(=O)Nc3cccc(B(O)O)c3)c2)cc1.

> spin multiplicity of number 4 (C20H16N4)?

1

> spin multiplicity of number 6 (C20H17BN2O7S)?

1

Please write out number 4 again, unchanged.
Here is a single C20H16N4 molecule in a non-equilibrium geometry from the Open Molecules 2025 dataset. Energies are from ωB97M-V with the def2-TZVPD basis set.

Geometry as XYZ:
```
40
Properties=species:S:1:pos:R:3
C 3.03557 1.11809 -0.16824
N 1.55826 1.11010 -0.23767
C 0.91964 0.66313 -1.41318
C 1.42953 0.94158 -2.67708
C 0.79503 0.46507 -3.82837
C -0.33854 -0.33741 -3.73254
C -0.85083 -0.64039 -2.48769
C -0.26496 -0.14097 -1.31668
C -0.77694 -0.57057 0.03329
N -2.25393 -0.61947 0.07561
N -3.01783 0.47035 -0.24347
N -4.25807 0.11191 -0.20375
C -4.31656 -1.15951 0.23091
C -5.46040 -1.87857 0.59033
C -5.29267 -3.16020 1.08772
C -4.02689 -3.74978 1.19177
C -2.89741 -2.99691 0.82828
C -3.04143 -1.68463 0.41149
C -0.29696 0.36174 1.17522
C -0.92142 0.41464 2.44079
C -0.45130 1.29157 3.41918
C 0.61029 2.16755 3.18301
C 1.23297 2.09640 1.92613
C 0.82529 1.19564 0.92702
H 3.41811 2.16540 -0.15027
H 3.49990 0.67621 -1.03489
H 3.38305 0.55122 0.71727
H 2.28970 1.60144 -2.81660
H 1.15798 0.70212 -4.84835
H -0.82966 -0.65901 -4.65928
H -1.71369 -1.28016 -2.46669
H -0.36748 -1.56038 0.19485
H -6.39577 -1.40451 0.41844
H -6.16419 -3.70928 1.42837
H -3.96988 -4.77151 1.51206
H -1.92260 -3.42828 1.03049
H -1.73924 -0.21966 2.72021
H -0.95794 1.34336 4.36282
H 0.88893 2.91613 3.92034
H 2.04406 2.81093 1.75841
```

Its electronic energy is -26959.192 eV. The energy relative to the best compared isomer or geometry (same formula, charge and spin) comes out at 0.0 kcal per mole. The HOMO energy comes out at -7.7415 eV. The orbital gap is 8.30 eV. The spin multiplicity is 1. Its SMILES is CN1c2ccccc2C(n2nnc3ccccc32)c2ccccc21.